{
  "formula": "C40H33OSi",
  "method": "the ωB97M-V functional and the def2-TZVPD basis",
  "symbols": ["Si", "O", "C", "C", "C", "C", "C", "C", "C", "C", "C", "C", "C", "C", "C", "C", "C", "C", "C", "C", "C", "C", "C", "C", "C", "C", "C", "C", "C", "C", "C", "C", "C", "C", "C", "C", "C", "C", "C", "C", "C", "C", "H", "H", "H", "H", "H", "H", "H", "H", "H", "H", "H", "H", "H", "H", "H", "H", "H", "H", "H", "H", "H", "H", "H", "H", "H", "H", "H", "H", "H", "H", "H", "H", "H"],
  "positions_angstrom": [[-0.140888, -1.148165, 1.838704], [0.946559, -2.136324, 2.683590], [-1.781333, -4.154625, -0.592251], [5.429988, 1.793443, 4.925635], [-0.933175, -3.464984, 0.290165], [-1.541675, -0.724811, 4.282340], [5.589320, 5.300496, 3.947136], [4.497452, 5.307751, 6.117547], [-3.387679, -2.351286, -0.459900], [5.530002, 3.915436, 3.956735], [5.623892, 0.828442, 5.993554], [5.049016, 6.005482, 5.030272], [-2.324822, 0.018020, 5.177108], [2.740200, 1.543159, -0.640682], [2.185724, 0.391521, -1.206464], [2.319330, -2.131241, 2.724230], [6.741777, -0.051054, 5.979558], [-1.161874, -0.175149, 3.049367], [4.560938, 3.911108, 6.202285], [4.812676, 0.863497, 7.150423], [7.345588, 2.072519, 1.192329], [6.297428, -0.690953, 8.267361], [-1.586585, 1.122860, 2.722558], [2.989199, -1.152850, 3.379418], [0.888030, 0.012020, 0.813596], [7.129291, 0.767942, 1.672788], [2.367584, 1.940040, 0.647398], [6.098574, 2.972966, 3.021768], [6.839442, 3.182911, 1.871837], [6.510231, 0.554160, 2.911587], [-2.529550, -1.659719, 0.403265], [5.995399, 1.654224, 3.598926], [-1.278646, -2.191469, 0.766452], [-3.012370, -3.600990, -0.964877], [1.405437, 1.199485, 1.350931], [1.253192, -0.366570, -0.489215], [5.063313, 3.194594, 5.115571], [-2.360358, 1.873346, 3.619673], [5.165953, 0.135357, 8.288477], [2.921528, -3.354642, 2.127720], [-2.722472, 1.320364, 4.851495], [7.076543, -0.802963, 7.108352], [4.045724, 5.862296, 6.938424], [7.913788, 2.213900, 0.278215], [2.482094, 0.077529, -2.208964], [3.899517, 1.459320, 7.131651], [-2.834852, -0.687944, 0.798129], [4.011683, -3.269137, 2.095080], [4.560532, 0.230461, 9.194654], [-2.628917, -0.417444, 6.129464], [0.806831, -1.260444, -0.931408], [-3.676437, -4.138244, -1.646094], [2.812657, 2.827676, 1.101116], [-1.226007, -1.738187, 4.541760], [7.376354, -0.108548, 5.093501], [7.954884, -1.454563, 7.091252], [7.484236, -0.096510, 1.114400], [3.455329, 2.142189, -1.209182], [6.412726, -0.446385, 3.338549], [2.457903, -0.361116, 3.911771], [1.071530, 1.539449, 2.334294], [4.075198, -1.224401, 3.417661], [5.059617, 7.093889, 5.028264], [2.551537, -3.518948, 1.106289], [-2.678857, 2.882092, 3.352932], [-4.347767, -1.915413, -0.744862], [6.072562, 5.820417, 3.115627], [7.026165, 4.204727, 1.530242], [6.574370, -1.249186, 9.157546], [-1.304657, 1.557886, 1.759809], [4.215474, 3.386332, 7.088729], [0.005069, -3.925106, 0.608680], [-1.488678, -5.124292, -0.996459], [2.673575, -4.231795, 2.739168], [-3.324545, 1.902317, 5.553310]],
  "forces_ev_per_angstrom": [[0.2, -0.3, 0.2], [-0.3, 0.1, -0.4], [-0.1, 0.2, 0.2], [1.0, -0.4, 0.4], [-0.3, 0.0, -0.4], [-0.3, 0.4, 0.2], [0.0, -0.6, -0.3], [0.2, 0.3, -0.1], [0.2, 0.0, 0.1], [-0.4, 0.9, 1.6], [-0.2, 0.0, 0.0], [-0.4, -0.5, 0.5], [0.1, 0.0, -0.2], [0.0, -0.1, 0.2], [-0.1, 0.0, 0.0], [-0.2, 1.1, 1.0], [0.1, -0.2, 0.1], [0.0, 0.2, 0.2], [-0.1, -0.1, -0.3], [0.2, -0.1, 0.4], [-0.2, -0.9, 0.2], [0.0, 0.2, -0.3], [-0.2, 0.1, 0.4], [-0.4, -1.1, -0.6], [-0.1, 0.2, -0.4], [0.2, 0.3, 0.1], [-0.4, -0.2, 0.0], [1.0, -1.6, -0.5], [-0.5, 0.4, 0.5], [-0.3, 0.0, -0.1], [0.0, -0.2, -0.3], [0.1, 1.0, -0.7], [-0.1, -0.2, 0.2], [0.3, 0.2, 0.2], [0.6, 0.0, -0.2], [0.4, 0.3, 0.2], [0.1, 0.7, -0.9], [0.1, -0.3, -0.1], [-0.2, 0.2, -0.4], [0.4, -0.1, -0.2], [0.1, -0.1, -0.2], [-0.3, 0.3, -0.2], [0.2, -0.1, -0.2], [-0.1, 0.0, 0.1], [-0.1, 0.2, 0.3], [0.3, -0.3, 0.1], [0.0, -0.2, -0.1], [-0.1, 0.0, 0.0], [0.2, -0.2, -0.4], [0.1, 0.1, -0.2], [0.2, 0.2, 0.1], [0.2, 0.2, 0.2], [-0.2, -0.2, -0.2], [-0.1, 0.3, 0.0], [-0.1, 0.2, 0.5], [-0.4, 0.3, 0.0], [0.0, 0.3, 0.1], [-0.2, -0.2, 0.2], [0.0, 0.3, -0.4], [0.2, -0.2, -0.3], [0.2, -0.1, -0.2], [-0.3, 0.2, 0.1], [0.0, -0.3, 0.0], [0.0, 0.0, 0.3], [0.1, -0.3, 0.1], [0.3, -0.1, 0.1], [-0.3, -0.1, 0.3], [-0.1, -0.4, -0.1], [-0.1, 0.1, -0.1], [-0.1, -0.1, 0.3], [0.1, 0.4, -0.1], [-0.2, 0.1, -0.2], [0.0, 0.2, 0.2], [-0.1, 0.2, -0.2], [0.2, -0.2, -0.2]],
  "lowdin_charge": [0.638, -0.127, -0.080, 0.072, -0.089, -0.077, 0.018, -0.037, -0.077, -0.098, -0.134, -0.017, -0.081, -0.092, -0.078, -0.447, 0.013, -0.242, 0.024, -0.003, -0.014, -0.029, -0.109, 0.058, -0.228, -0.028, -0.086, -0.093, 0.018, 0.002, -0.082, -0.100, -0.228, -0.082, -0.103, -0.070, -0.081, -0.079, -0.035, -0.030, -0.087, -0.036, 0.117, 0.120, 0.105, 0.116, 0.100, 0.079, 0.122, 0.103, 0.105, 0.106, 0.095, 0.108, 0.109, 0.122, 0.118, 0.101, 0.113, 0.067, 0.099, 0.038, 0.121, 0.084, 0.104, 0.106, 0.126, 0.127, 0.120, 0.104, 0.106, 0.095, 0.103, 0.096, 0.104],
  "spin_multiplicity": 1,
  "gap_ev": 4.722,
  "charge": 1,
  "total_energy_ev": -51935.129,
  "e_lumo_ev": -5.941
}

---

{
  "formula": "C40H34BCl2F4FeN5O4S2",
  "method": "the ωB97M-V functional and the def2-TZVPD basis",
  "symbols": ["Fe", "Cl", "Cl", "S", "S", "F", "F", "F", "F", "O", "O", "O", "O", "N", "N", "N", "N", "N", "C", "C", "C", "C", "C", "C", "C", "C", "C", "C", "C", "C", "C", "C", "C", "C", "C", "C", "C", "C", "C", "C", "C", "C", "C", "C", "C", "C", "C", "C", "C", "C", "C", "C", "C", "C", "C", "C", "C", "C", "B", "H", "H", "H", "H", "H", "H", "H", "H", "H", "H", "H", "H", "H", "H", "H", "H", "H", "H", "H", "H", "H", "H", "H", "H", "H", "H", "H", "H", "H", "H", "H", "H", "H", "H"],
  "positions_angstrom": [[-0.034424, -0.150131, -0.250029], [0.677173, 5.275727, 0.347570], [-1.578619, 1.561127, 3.736186], [-2.443797, -0.911491, 0.736893], [2.727823, -5.380108, -3.561026], [-1.661967, 2.177392, -3.760364], [-0.690251, 0.663434, -2.314645], [-1.638033, -0.056989, -4.283479], [0.318303, 1.157310, -4.325221], [1.837142, 0.373007, 0.618100], [-1.621034, -1.765620, -0.195437], [1.244016, 4.636524, -3.931095], [-0.002435, 2.273525, -0.044870], [1.156940, -1.666372, -1.346972], [0.051461, 2.251222, 1.427878], [0.241317, -1.317361, 2.427511], [0.800402, -0.258758, 3.009035], [7.111515, -3.956564, -3.421989], [0.226671, -2.260978, 3.359973], [1.858339, -2.731314, -3.374884], [-6.013190, -3.612566, 1.714467], [-0.393484, 4.740059, 1.620981], [-3.340738, 0.250745, -0.292348], [1.140252, -0.490300, 4.283354], [2.712755, 1.004508, 0.030130], [3.281095, 2.686514, -1.712664], [4.113100, 0.450325, 0.071254], [1.429533, -1.628068, -2.659222], [6.298395, -3.741066, -4.489960], [-1.744590, 5.517815, 3.467487], [2.907808, 3.535896, -2.720197], [2.014371, -3.955955, -2.727647], [-4.182528, -3.037092, 0.260766], [-4.614472, -1.730664, 2.242678], [-1.275010, 3.182821, 3.157830], [-4.549602, 2.298729, -0.511865], [-5.692324, -2.550443, 2.548711], [-4.664625, 2.068684, -1.876427], [4.419011, -4.960076, -3.572839], [0.627404, 3.393769, -1.953729], [1.722757, -3.994560, -1.364828], [2.359797, 2.159140, -0.789626], [5.250848, -5.162489, -2.430014], [-4.110152, 0.930371, -2.445417], [-0.500776, 3.364506, 1.964004], [1.030434, 2.616315, -0.871693], [-3.878205, -1.972666, 1.094530], [1.552064, 3.851471, -2.869854], [-3.441832, 0.011434, -1.652512], [-3.879357, 1.387518, 0.290212], [-1.003087, 5.764820, 2.326365], [1.303816, -2.842728, -0.726941], [5.009231, -4.188282, -4.618712], [-0.123744, 4.971128, -4.112658], [6.526689, -4.664864, -2.417233], [-5.257048, -3.856222, 0.573626], [-1.855444, 4.197696, 3.885042], [0.792208, -1.797377, 4.561299], [-0.914836, 0.986341, -3.695613], [-3.756338, 1.570544, 1.351124], [-5.154416, 2.800008, -2.507513], [1.297912, -0.670365, -3.148151], [2.065310, -2.639153, -4.432641], [-2.426503, 3.935721, 4.766223], [4.314626, 2.374545, -1.660845], [6.738818, -3.164380, -5.300931], [-6.274562, -2.366648, 3.443309], [-0.728183, 4.077492, -4.270155], [-6.845806, -4.260423, 1.959899], [0.925685, -2.330489, 5.486729], [-0.849095, 6.777467, 1.976396], [4.443842, -3.961828, -5.515557], [7.154502, -4.841483, -1.546187], [-4.340934, -0.906329, 2.892528], [-4.953951, 3.202574, -0.073164], [-4.145010, 0.777661, -3.514989], [-5.504948, -4.689165, -0.072750], [-3.563794, -3.215685, -0.610014], [1.077987, -2.841986, 0.334244], [0.811259, 0.622180, 2.484300], [-0.181908, -3.233430, 3.133304], [4.166574, -0.354836, -0.666285], [-0.159645, 5.606323, -4.995528], [-2.208707, 6.323269, 4.019893], [1.586369, 0.276784, 4.893432], [1.829566, -4.918031, -0.810287], [-0.506610, 5.525020, -3.250211], [4.899275, 1.171104, -0.136745], [-0.424457, 3.623401, -2.021262], [3.622072, 3.914746, -3.437983], [4.872620, -5.711494, -1.574841], [-2.948062, -0.846403, -2.089511], [4.268504, 0.007324, 1.053685]],
  "forces_ev_per_angstrom": [[-0.1, -0.1, 0.0], [0.0, 0.1, 0.2], [0.0, 0.0, 0.0], [0.0, 0.1, 0.1], [0.0, 0.0, 0.0], [-0.1, 0.0, 0.0], [0.0, 0.0, -0.1], [0.0, 0.0, 0.0], [0.0, 0.0, 0.0], [0.4, -0.2, 0.0], [0.1, 0.2, 0.0], [0.1, 0.1, 0.1], [-0.2, 0.1, -0.2], [-0.4, -0.1, -0.1], [0.4, -0.2, 0.0], [0.0, 0.0, -0.1], [0.0, 0.0, 0.0], [0.0, 0.0, 0.0], [0.0, 0.0, 0.0], [0.0, 0.0, 0.0], [0.0, 0.0, 0.0], [0.0, 0.1, -0.1], [0.0, 0.0, 0.0], [0.0, 0.0, 0.0], [-0.3, 0.1, 0.1], [0.0, 0.0, -0.1], [0.0, 0.0, 0.1], [0.1, 0.0, 0.0], [0.0, 0.0, 0.0], [0.0, -0.1, 0.0], [0.0, 0.0, 0.0], [0.0, 0.0, 0.1], [0.0, 0.0, 0.0], [0.0, 0.0, 0.0], [-0.1, 0.0, 0.0], [0.0, 0.0, 0.0], [0.0, 0.0, 0.0], [0.0, 0.0, 0.0], [-0.1, -0.1, 0.0], [0.0, -0.1, 0.0], [0.0, 0.0, 0.0], [0.0, 0.0, 0.1], [0.0, 0.0, 0.0], [0.0, 0.0, 0.0], [-0.2, -0.1, 0.1], [0.1, -0.1, -0.1], [0.0, -0.1, 0.0], [0.0, 0.0, -0.1], [0.0, 0.0, 0.0], [0.0, 0.0, 0.1], [0.0, 0.0, 0.0], [0.1, 0.0, 0.1], [0.0, 0.0, 0.0], [-0.1, 0.0, 0.0], [0.0, 0.0, 0.0], [0.0, 0.0, 0.0], [0.0, 0.0, 0.0], [0.0, 0.0, 0.0], [0.0, -0.1, 0.1], [0.1, 0.0, 0.0], [0.0, 0.0, 0.0], [-0.1, 0.0, 0.0], [0.0, 0.0, 0.0], [0.0, 0.0, 0.0], [0.0, 0.0, 0.0], [0.0, 0.0, 0.0], [0.0, 0.0, 0.0], [0.0, 0.0, 0.0], [0.0, 0.0, 0.0], [0.0, 0.0, 0.0], [0.0, 0.0, 0.0], [0.0, 0.0, 0.0], [0.0, 0.0, 0.0], [0.0, 0.0, 0.0], [0.0, 0.0, 0.0], [0.0, 0.0, 0.0], [0.0, 0.0, 0.0], [0.0, 0.0, 0.0], [0.0, 0.0, 0.0], [0.0, 0.0, 0.0], [0.0, 0.0, 0.0], [0.0, 0.0, 0.0], [0.0, 0.0, 0.0], [0.0, 0.0, 0.0], [0.0, 0.0, 0.0], [0.0, 0.0, 0.0], [0.0, 0.0, 0.0], [0.0, 0.0, 0.0], [0.0, 0.0, 0.0], [0.0, 0.0, 0.0], [0.0, 0.0, 0.0], [0.0, 0.0, 0.0], [0.0, 0.0, 0.0]],
  "mulliken_spin": [2.925, 0.000, -0.001, -0.071, 0.031, 0.000, 0.061, 0.002, 0.000, -0.009, 0.050, 0.000, -0.004, 0.051, 0.017, 0.023, 0.001, 0.255, -0.001, 0.031, 0.001, -0.002, 0.023, 0.001, -0.013, 0.004, 0.003, 0.000, 0.016, 0.001, 0.000, 0.041, -0.001, 0.002, 0.004, 0.002, -0.003, -0.006, 0.242, -0.006, 0.076, 0.011, 0.093, -0.001, 0.004, -0.009, -0.020, 0.002, -0.005, -0.018, -0.001, -0.010, 0.102, 0.000, 0.024, -0.003, 0.000, 0.000, 0.015, 0.000, -0.001, -0.014, 0.021, 0.000, 0.000, 0.011, 0.000, 0.000, 0.000, 0.000, 0.000, 0.021, 0.013, 0.002, 0.000, 0.000, 0.000, -0.001, -0.009, -0.002, 0.000, 0.006, 0.000, 0.000, 0.000, -0.001, 0.000, 0.000, 0.000, 0.000, 0.026, -0.001, 0.001],
  "spin_multiplicity": 5,
  "gap_ev": [2.988, 4.593],
  "charge": -2,
  "e_above_lowest_kj_mol": 127.3,
  "total_energy_ev": -150324.778,
  "e_lumo_ev": [3.755, 3.756]
}